The following is a quantum chemistry calculation of C42H41N6PTi as an isolated structure at a distorted geometry, from OMol25.

energy relative to the best compared isomer or geometry (same formula, charge and spin)	0.0	kcal per mole
spin multiplicity	3
molecular weight	708.67	g mol⁻¹
<S²>	2.027
E	-3144.469409	Ha

XYZ file:
```
91
C42H41N6PTi | OMol25 | wB97M-V/def2-TZVPD
Ti -1.546 0.116 -0.710
C -0.648 -1.453 -3.273
C -1.758 -2.259 -2.606
N -2.744 -1.326 -2.029
C -3.585 -0.621 -3.018
C -3.004 0.731 -3.478
N -2.238 1.431 -2.430
C -0.991 2.065 -2.900
C 0.066 0.957 -3.161
N -0.299 -0.282 -2.439
H -0.997 -1.088 -4.236
H 0.218 -2.086 -3.465
H -1.348 -2.852 -1.790
H -2.208 -2.939 -3.335
H -3.329 -1.815 -1.364
H -4.560 -0.463 -2.566
H -3.736 -1.243 -3.906
H -3.823 1.358 -3.833
H -2.347 0.577 -4.334
H -2.818 2.127 -1.973
H -0.653 2.718 -2.101
H -1.147 2.669 -3.797
H 1.046 1.290 -2.831
H 0.138 0.743 -4.227
H 0.414 -0.566 -1.757
C -5.305 1.955 0.563
C -4.472 1.310 -0.316
N -3.352 0.601 0.089
C -3.150 0.458 1.471
C -3.948 1.139 2.417
C -5.055 1.918 1.934
C -3.622 1.036 3.773
C -2.528 0.285 4.175
C -1.788 -0.431 3.246
C -2.110 -0.394 1.890
N -1.415 -1.101 0.864
C -0.931 -2.369 1.152
C -1.512 -3.242 2.049
C -0.960 -4.506 2.342
C 0.176 -4.942 1.722
C 0.764 -4.117 0.736
C 1.906 -4.517 0.003
C 2.418 -3.710 -0.964
C 1.783 -2.469 -1.201
N 0.739 -2.058 -0.543
C 0.209 -2.851 0.434
H -6.154 2.500 0.166
H -4.694 1.341 -1.377
H -5.683 2.450 2.637
H -4.229 1.562 4.500
H -2.248 0.247 5.221
H -0.951 -1.034 3.578
H -2.421 -2.933 2.548
H -1.454 -5.138 3.071
H 0.625 -5.900 1.959
H 2.362 -5.474 0.231
H 3.297 -3.987 -1.532
H 2.183 -1.785 -1.950
C 5.217 4.241 -1.112
C 3.998 4.128 -1.772
C 3.167 3.050 -1.508
C 3.519 2.067 -0.580
C 4.739 2.196 0.077
C 5.580 3.273 -0.188
P 2.272 0.725 -0.318
C 3.057 -0.406 0.889
C 2.418 -0.770 2.073
C 2.971 -1.735 2.908
C 4.169 -2.347 2.573
C 4.809 -2.002 1.387
C 4.248 -1.053 0.546
C 1.015 1.632 0.666
C 1.469 2.413 1.736
C 0.611 3.260 2.418
C -0.696 3.377 1.962
C -1.125 2.594 0.899
C -0.326 1.630 0.243
H 5.874 5.078 -1.316
H 3.694 4.882 -2.488
H 2.208 2.987 -2.015
H 5.041 1.463 0.816
H 6.520 3.358 0.344
H 1.481 -0.296 2.341
H 2.459 -2.010 3.823
H 4.600 -3.096 3.227
H 5.743 -2.479 1.114
H 4.741 -0.807 -0.390
H 2.513 2.371 2.030
H 0.963 3.838 3.265
H -1.386 4.064 2.438
H -2.150 2.737 0.581
```



The following is a quantum chemistry calculation of C42H41N8O3S2ScSeSi as an isolated structure, from OMol25.

energy relative to the best compared isomer or geometry (same formula, charge and spin)	24.0	kcal per mole
molecular weight	921.98	g mol⁻¹
E	-6537.256499	Ha
net charge	-2

XYZ file:
```
99
C42H41N8O3S2ScSeSi | OMol25 | wB97M-V/def2-TZVPD
Sc 0.336 0.287 0.628
O 3.349 -0.707 -2.529
C 2.528 -1.472 -3.262
C 3.130 -2.320 -4.198
C 2.359 -3.139 -4.994
C 0.969 -3.133 -4.882
C 0.374 -2.291 -3.964
C 1.130 -1.449 -3.147
C 0.447 -0.558 -2.181
O 1.161 0.065 -1.290
N -0.839 -0.403 -2.304
N -1.357 0.314 -1.226
C -2.389 0.986 -1.555
C -3.274 1.728 -0.639
C -4.111 2.701 -1.183
C -5.010 3.345 -0.354
C -5.048 2.992 0.984
C -4.175 2.009 1.433
N -3.309 1.385 0.647
H 2.815 -0.266 -1.837
H 4.211 -2.327 -4.247
H 2.844 -3.808 -5.696
H 0.363 -3.791 -5.492
H -0.702 -2.268 -3.844
H -2.665 0.993 -2.609
H -4.036 2.952 -2.233
H -5.663 4.116 -0.744
H -5.735 3.463 1.676
H -4.181 1.700 2.473
S 1.038 -0.591 3.174
C -0.555 -1.112 2.997
N -1.240 -0.871 1.898
C -2.477 -1.497 1.909
C -3.362 -1.598 0.836
C -4.557 -2.271 1.007
C -4.884 -2.866 2.228
C -3.990 -2.825 3.283
C -2.784 -2.157 3.109
S -1.430 -2.051 4.190
H -3.087 -1.174 -0.116
H -5.242 -2.347 0.171
H -5.828 -3.387 2.340
H -4.215 -3.323 4.219
C 4.855 -5.592 -2.850
C 3.783 -4.895 -2.054
C 2.438 -5.186 -2.245
C 1.437 -4.522 -1.547
C 0.004 -4.882 -1.828
C 1.770 -3.526 -0.604
Se 0.333 -2.639 0.302
C 3.129 -3.261 -0.371
C 3.602 -2.279 0.665
C 4.101 -3.935 -1.108
H 4.421 -6.148 -3.685
H 5.423 -6.301 -2.241
H 5.570 -4.875 -3.262
H 2.154 -5.931 -2.985
H -0.046 -5.674 -2.579
H -0.554 -4.012 -2.183
H -0.506 -5.213 -0.921
H 2.773 -1.789 1.162
H 4.253 -1.525 0.221
H 4.181 -2.797 1.436
H 5.143 -3.677 -0.934
N 2.248 3.507 1.263
C 2.806 2.382 0.765
O 2.159 1.294 0.891
C 4.090 2.468 0.171
C 4.703 3.739 0.066
N 5.187 4.785 -0.039
C 4.863 1.333 -0.162
N 5.554 0.443 -0.416
H 2.616 4.401 0.989
H 1.260 3.412 1.480
C 0.982 2.658 4.134
Si -0.713 2.705 3.313
C -1.912 1.542 4.192
C -1.321 4.432 3.825
N -0.574 2.423 1.612
C -0.945 3.305 0.626
C -0.365 3.193 -0.659
C -0.635 4.052 -1.705
C -1.521 5.112 -1.537
C -2.132 5.245 -0.295
C -1.869 4.372 0.748
H 0.919 2.228 5.137
H 1.364 3.681 4.220
H 1.702 2.074 3.567
H -1.441 1.037 5.038
H -2.295 0.772 3.522
H -2.764 2.115 4.574
H -1.091 4.507 4.895
H -2.396 4.586 3.709
H -0.796 5.242 3.313
H 0.294 2.353 -0.836
H -0.144 3.886 -2.658
H -1.735 5.801 -2.345
H -2.856 6.039 -0.133
H -2.413 4.504 1.670
```



The following is a quantum chemistry calculation of C42H41NO3P2PtS as an isolated structure at a distorted geometry, from OMol25.

energy relative to the best compared isomer or geometry (same formula, charge and spin)	97.1	kcal per mole
spin multiplicity	5
molecular weight	896.89	g mol⁻¹
<S²>	6.055
E	-3104.769797	Ha
net charge	+2

XYZ file:
```
91
C42H41NO3P2PtS | OMol25 | wB97M-V/def2-TZVPD
Pt 0.309 0.469 0.354
C -1.823 1.039 -3.046
C -1.625 -0.307 -2.951
C -1.019 -1.016 -4.161
C 0.405 -0.542 -4.516
C 1.216 0.170 -3.451
C 0.947 1.384 -2.931
C 0.179 2.446 -3.626
C -1.224 1.972 -4.031
C 1.696 0.860 1.954
H -2.614 1.523 -2.478
H -2.398 -0.987 -2.494
H -1.638 -0.834 -5.060
H -1.023 -2.103 -4.003
H 0.976 -1.432 -4.839
H 0.326 0.116 -5.404
H 2.224 -0.270 -3.365
H 1.490 1.787 -2.081
H 0.690 2.808 -4.544
H 0.087 3.302 -2.937
H -1.885 2.853 -4.078
H -1.201 1.511 -5.029
H 1.215 1.668 2.509
H 2.719 1.135 1.690
H 1.702 -0.048 2.550
P -1.257 -0.927 -0.762
P 2.404 -0.134 -0.463
C 0.209 -1.839 -1.493
C 1.538 -1.533 -1.373
C -2.200 -2.265 0.118
C -2.202 -3.556 -0.438
C -3.037 -4.554 0.074
C -3.831 -4.322 1.200
C -3.832 -3.037 1.758
C -3.042 -2.008 1.218
C -2.640 0.478 -0.419
C -2.232 1.814 -0.241
C -3.151 2.872 -0.359
C -4.487 2.583 -0.654
C -4.907 1.255 -0.822
C -3.988 0.204 -0.693
C 3.788 -1.096 0.284
C 3.488 -2.222 1.076
C 4.517 -3.028 1.566
C 5.854 -2.719 1.307
C 6.158 -1.543 0.613
C 5.140 -0.729 0.121
C 3.198 1.621 -0.782
C 2.595 2.779 -0.242
C 2.920 4.054 -0.702
C 3.952 4.199 -1.630
C 4.527 3.067 -2.203
C 4.168 1.794 -1.772
H -0.033 -2.705 -2.134
H 2.285 -2.168 -1.880
H -1.590 -3.757 -1.319
H -3.080 -5.509 -0.439
H -4.456 -5.128 1.602
H -4.490 -2.831 2.598
H -3.128 -0.993 1.627
H -1.147 2.070 -0.201
H -2.791 3.900 -0.231
H -5.197 3.404 -0.759
H -5.950 1.032 -1.052
H -4.311 -0.823 -0.852
H 2.447 -2.435 1.327
H 4.275 -3.900 2.171
H 6.656 -3.373 1.657
H 7.201 -1.255 0.475
H 5.392 0.211 -0.360
H 1.835 2.710 0.539
H 2.388 4.928 -0.323
H 4.312 5.196 -1.893
H 5.262 3.178 -2.988
H 4.643 0.921 -2.206
O 0.084 -2.025 2.701
C -0.524 -1.014 3.024
N -0.857 0.059 2.187
S -1.696 1.299 2.910
O -0.946 2.532 2.871
O -3.084 1.346 2.554
C -1.633 0.524 4.488
C -2.250 0.963 5.653
C -2.158 0.151 6.801
C -1.514 -1.105 6.734
C -0.964 -1.540 5.528
C -1.025 -0.719 4.397
H -2.779 1.912 5.660
H -2.600 0.482 7.744
H -1.465 -1.731 7.636
H -0.492 -2.516 5.432
```